Entry 1:
Density functional theory data (ωB97M-V/def2-TZVPD) for a 3-piece molecular cluster, C4H13NO overall.

## Properties
LUMO level: -2.0 eV
relative energy (zero: lowest compared OMol25 entry of this formula, charge and spin): 7.300 eV
highest occupied orbital energy: -8.43 eV
orbital gap: 0.2362 Ha

The geometry in XYZ format:
```
19
C4H13NO, DFT ωB97M-V/def2-TZVPD
C 0.36 1.19 0.52
N 0.18 0.04 1.31
C 0.46 -1.29 0.73
C -0.76 -1.92 0.12
C -0.83 1.68 -0.31
H 0.80 2.01 1.09
H 1.15 0.75 -0.25
H -0.55 0.11 2.00
H 1.80 1.19 -0.73
H 0.97 -1.89 1.47
H -1.60 -2.17 0.78
H -0.99 -1.23 -0.68
H -0.56 -2.88 -0.45
H -0.84 2.78 -0.49
H -1.69 1.54 0.38
H -0.85 1.05 -1.21
H 1.17 -0.95 -0.04
H 1.10 0.35 -2.36
O 0.68 -0.37 -1.87
```


Entry 2:
Density functional theory data (ωB97M-V/def2-TZVPD) for C31H61AlF20N5O7S as an isolated structure.

## Properties
LUMO level: 1.8 eV
highest occupied orbital energy: -6.05 eV
charge: -1
orbital gap: 0.2903 Ha

The geometry in XYZ format:
```
126
C31H61AlF20N5O7S, DFT ωB97M-V/def2-TZVPD
O 5.02 -0.15 0.15
S 5.70 0.77 1.18
O 6.41 -0.07 2.22
Al 7.19 2.06 -0.08
C 6.28 2.22 -1.94
C 4.90 2.98 -1.68
C 3.88 2.95 -2.94
F 3.61 4.33 -3.24
F 4.53 2.33 -4.03
C 2.55 2.16 -2.51
F 2.02 2.74 -1.35
F 3.01 0.87 -2.12
C 1.50 1.95 -3.70
F 1.71 0.64 -4.20
F 1.79 2.80 -4.80
C -0.03 2.23 -3.32
F -0.74 2.16 -4.55
F -0.25 3.55 -2.85
C -0.71 1.14 -2.37
F -1.62 0.34 -3.11
F 0.22 0.22 -1.82
C -1.52 1.74 -1.13
F -0.66 2.45 -0.25
F -1.94 0.61 -0.37
C -2.85 2.54 -1.50
F -3.96 1.75 -1.11
F -3.02 2.81 -2.85
C -3.00 3.90 -0.63
F -3.09 3.58 0.73
F -4.24 4.50 -0.97
F -2.03 4.85 -0.92
C 4.36 1.85 2.01
F 4.35 1.73 3.40
F 4.67 3.21 1.74
F 3.11 1.55 1.42
H 7.13 3.52 0.54
H 8.64 1.43 -0.15
H 6.02 1.15 -2.25
H 6.96 2.73 -2.70
H 5.16 4.07 -1.42
H 4.43 2.54 -0.76
C 3.07 3.97 7.93
C 3.57 3.58 6.55
C 5.09 3.82 6.36
O 5.45 5.18 6.15
C 5.56 5.94 7.34
N 2.79 4.29 5.53
H 2.97 5.06 8.05
H 2.07 3.55 8.10
H 3.73 3.60 8.71
H 3.39 2.51 6.43
H 5.40 3.29 5.45
H 5.67 3.38 7.18
H 5.95 5.35 8.18
H 4.60 6.38 7.60
H 6.26 6.76 7.15
H 3.07 3.96 4.61
H 3.09 5.27 5.54
C 4.22 -5.82 0.24
C 4.05 -4.36 -0.18
C 4.26 -4.12 -1.69
O 5.62 -4.13 -2.10
C 6.16 -5.43 -2.32
N 4.95 -3.53 0.63
H 5.27 -6.13 0.27
H 3.81 -5.98 1.24
H 3.69 -6.49 -0.45
H 3.02 -4.08 0.06
H 3.89 -3.12 -1.92
H 3.66 -4.82 -2.29
H 5.41 -6.12 -2.72
H 6.58 -5.82 -1.40
H 6.97 -5.34 -3.05
H 4.77 -2.55 0.42
H 5.90 -3.68 0.28
C -8.00 4.38 2.02
C -7.32 3.87 0.76
C -8.30 3.56 -0.39
O -9.03 2.35 -0.23
C -10.17 2.45 0.60
N -6.51 2.69 1.10
H -8.50 3.59 2.58
H -7.26 4.83 2.69
H -8.74 5.16 1.78
H -6.64 4.65 0.41
H -7.72 3.43 -1.31
H -8.98 4.40 -0.58
H -10.66 3.43 0.51
H -9.89 2.26 1.64
H -10.88 1.68 0.30
H -5.98 2.40 0.28
H -7.15 1.91 1.26
C 3.69 -5.34 -5.65
C 4.58 -6.41 -6.28
C 3.85 -7.26 -7.34
O 2.97 -8.25 -6.80
C 1.69 -7.76 -6.45
N 5.15 -7.25 -5.21
H 2.98 -5.75 -4.92
H 4.30 -4.61 -5.11
H 3.12 -4.80 -6.41
H 5.40 -5.89 -6.78
H 4.61 -7.82 -7.89
H 3.33 -6.64 -8.07
H 1.35 -6.96 -7.12
H 1.69 -7.40 -5.42
H 0.98 -8.59 -6.51
H 5.81 -7.90 -5.62
H 4.40 -7.85 -4.87
C -9.72 -3.05 2.99
C -9.98 -1.99 1.92
C -8.78 -1.06 1.67
O -8.59 -0.07 2.68
C -7.90 -0.52 3.83
N -11.19 -1.24 2.29
H -9.75 -2.65 4.00
H -10.48 -3.84 2.94
H -8.74 -3.53 2.84
H -10.18 -2.52 0.98
H -8.97 -0.51 0.75
H -7.86 -1.62 1.51
H -7.13 -1.26 3.58
H -8.60 -0.92 4.56
H -7.41 0.35 4.29
H -11.41 -0.60 1.53
H -10.94 -0.62 3.06
```


Entry 3:
Density functional theory data (ωB97M-V/def2-TZVPD) for C3H3DyFO4 as an isolated structure.

## Properties
LUMO level (alpha / beta): -17.1 / -21.6 eV
spin multiplicity: 7
highest occupied orbital energy (alpha / beta): -26.54 / -23.55 eV
charge: +4
orbital gap (alpha / beta): 0.3457 / 0.0730 Ha

The geometry in XYZ format:
```
12
C3H3DyFO4, DFT ωB97M-V/def2-TZVPD
C -0.91 -2.27 0.44
C 0.29 -1.44 0.71
O 0.10 -0.13 0.41
O -1.01 -3.50 0.62
H -1.81 -1.88 -0.07
H 1.16 -1.86 0.16
H 0.58 -1.56 1.78
F 0.16 -4.04 1.15
C 0.70 2.24 -1.13
O 0.60 3.40 -1.09
Dy 0.25 6.52 -2.17
O -0.10 4.53 -0.80
```


Entry 4:
Density functional theory data (ωB97M-V/def2-TZVPD) for an isolated ion of composition C5H9BrFN4O3S and charge +1.

## Properties
SMILES: CCOCCc1nnn(Br)[n+]1S(=O)(=O)F
LUMO level: -5.3 eV
highest occupied orbital energy: -13.60 eV
charge: +1
orbital gap: 0.3063 Ha

The geometry in XYZ format:
```
24
C5H9BrFN4O3S, DFT ωB97M-V/def2-TZVPD
C -1.41 -0.23 -1.92
C -1.36 -1.42 -0.96
O -1.60 -0.97 0.38
C -0.87 -1.61 1.38
C 0.50 -0.90 1.64
C 0.38 0.53 1.29
N -0.47 1.35 1.93
N -0.37 2.55 1.42
N 0.50 2.52 0.48
Br 0.97 4.01 -0.48
N 1.01 1.26 0.34
S 2.25 0.99 -0.88
O 3.41 1.61 -0.39
O 1.63 1.22 -2.12
F 2.33 -0.51 -0.65
H -0.41 0.08 -2.24
H -1.88 0.61 -1.40
H -2.01 -0.44 -2.79
H -2.12 -2.15 -1.23
H -0.40 -1.93 -1.01
H -1.46 -1.59 2.29
H -0.66 -2.65 1.13
H 1.30 -1.40 1.11
H 0.74 -0.94 2.70
```


Entry 5:
Density functional theory data (ωB97M-V/def2-TZVPD) for a 2-piece molecular cluster, C5H13N overall.

## Properties
SMILES: C=CC.CNC
LUMO level: 0.9 eV
relative energy (zero: lowest compared OMol25 entry of this formula, charge and spin): 2.280 eV
highest occupied orbital energy: -9.17 eV
orbital gap: 0.3711 Ha

The geometry in XYZ format:
```
19
C5H13N, DFT ωB97M-V/def2-TZVPD
C -2.54 3.45 -0.98
C -1.30 3.94 -0.83
C -0.07 3.11 -1.00
H -3.39 4.09 -1.17
H -2.76 2.40 -1.15
H -1.35 4.84 -0.23
H -0.24 2.06 -0.77
H 0.71 3.35 -0.28
H 0.30 3.13 -2.02
C 1.03 -3.59 1.91
N 0.84 -3.66 0.47
C 0.97 -2.36 -0.16
H 0.27 -2.96 2.40
H 1.93 -3.05 2.23
H 0.91 -4.57 2.37
H 1.66 -4.20 0.19
H 0.08 -1.77 0.04
H 1.79 -1.71 0.19
H 1.18 -2.49 -1.22
```


| no. | electronic energy (eV) |
| --- | --- |
| 1 | -7889.3608 |
| 2 | -126697.3178 |
| 3 | -38084.9376 |
| 4 | -101017.1494 |
| 5 | -6883.9177 |